This record from the Open Molecules 2025 dataset describes a 2-piece molecular cluster, C4H7F2I overall at a distorted geometry. The level of theory is ωB97M-V with the def2-TZVPD basis set.

Properties
Calculated total energy, hartree: -653.9570
LUMO, eV: 0.6
Energy relative to the best compared isomer or geometry (same formula, charge and spin), kcal per mole: 41.04
Frontier orbital gap, eV: 9.6
E_HOMO, eV: -8.944

Bonds (Å) are listed after each position.
Cartesian coordinates (Å):
1 C -0.34 1.90 0.26  C3 1.554, H8 1.103, H9 1.082, H10 1.104
2 C -0.66 -1.72 -0.55  C4 1.533, H11 1.103, H12 1.070, H13 1.107
3 C 0.70 0.86 -0.24  C1 1.554, I7 2.133, H14 1.137
4 C 0.20 -1.04 0.52  C2 1.533, F5 1.337, F6 1.332
5 F 1.34 -1.62 0.91  C4 1.337
6 F -0.54 -0.84 1.61  C4 1.332
7 I 2.74 1.16 0.33  C3 2.133
8 H -1.26 1.51 -0.20  C1 1.103
9 H 0.01 2.80 -0.21  C1 1.082
10 H -0.21 1.80 1.36  C1 1.104
11 H -0.95 -2.64 -0.03  C2 1.103
12 H -0.28 -2.05 -1.50  C2 1.070
13 H -1.48 -1.06 -0.88  C2 1.107
14 H 0.74 0.94 -1.37  C3 1.137

***

This record from the Open Molecules 2025 dataset describes one molecule with the formula C4H7F2N at a distorted geometry. The level of theory is ωB97M-V with the def2-TZVPD basis set.

Properties
Calculated total energy, hartree: -411.0229
LUMO, eV: 0.7
Structure (SMILES): CN(C)/C(F)=C/F
Energy relative to the best compared isomer or geometry (same formula, charge and spin), kcal per mole: 32.18
Frontier orbital gap, eV: 9.4
E_HOMO, eV: -8.643

Bonds (Å) are listed after each position.
Cartesian coordinates (Å):
1 C -0.92 1.32 -0.57  N2 1.446, H8 1.095, H9 1.087, H10 1.091
2 N -0.27 0.14 -0.05  C1 1.446, C3 1.447, C4 1.328
3 C -1.10 -0.82 0.65  N2 1.447, H11 1.091, H12 1.095, H13 1.088
4 C 1.05 0.04 -0.02  N2 1.328, F5 1.619, C6 1.321
5 F 1.79 1.44 0.31  C4 1.619
6 C 1.89 -0.96 -0.19  C4 1.321, F7 1.340, H14 1.078
7 F 3.21 -0.88 0.05  C6 1.340
8 H -1.30 1.95 0.25  C1 1.095
9 H -0.21 1.90 -1.15  C1 1.087
10 H -1.76 1.03 -1.21  C1 1.091
11 H -1.89 -0.31 1.21  C3 1.091
12 H -1.57 -1.51 -0.06  C3 1.095
13 H -0.50 -1.40 1.35  C3 1.088
14 H 1.58 -1.93 -0.55  C6 1.078

***

This record from the Open Molecules 2025 dataset describes a 2-piece molecular cluster, C4H7F2N overall at a distorted geometry. The level of theory is ωB97M-V with the def2-TZVPD basis set.

Properties
Calculated total energy, hartree: -410.9326
LUMO, eV: -0.3
Energy relative to the best compared isomer or geometry (same formula, charge and spin), kcal per mole: 88.87
Frontier orbital gap, eV: 9.3
E_HOMO, eV: -9.613

Bonds (Å) are listed after each position.
Cartesian coordinates (Å):
1 C 0.77 -2.68 1.44  C2 1.282, H8 1.063, H9 1.065
2 C 0.46 -2.77 0.20  C1 1.282
3 C -1.16 2.55 0.64  N5 1.417, H11 1.141, H12 1.111, H13 1.036
4 C -1.14 0.34 -0.63  N5 1.402, F6 1.381, F7 1.364, H10 1.076
5 N -0.54 1.44 0.00  C3 1.417, C4 1.402, H14 0.975
6 F -2.08 0.66 -1.59  C4 1.381
7 F -1.81 -0.45 0.26  C4 1.364
8 H 1.61 -2.04 1.57  C1 1.063
9 H 0.30 -3.14 2.28  C1 1.065
10 H -0.34 -0.21 -1.09  C4 1.076
11 H -1.00 3.59 0.19  C3 1.141
12 H -2.26 2.57 0.76  C3 1.111
13 H -0.82 2.81 1.59  C3 1.036
14 H 0.40 1.59 -0.18  N5 0.975

***

This record from the Open Molecules 2025 dataset describes a 2-piece molecular cluster, C4H7F2NO overall at a distorted geometry. The level of theory is ωB97M-V with the def2-TZVPD basis set.

Properties
Calculated total energy, hartree: -486.2688
LUMO, eV: 0.6
Structure (SMILES): O/C=C/C/N=C/F.F
Energy relative to the best compared isomer or geometry (same formula, charge and spin), kcal per mole: 50.69
Frontier orbital gap, eV: 9.8
E_HOMO, eV: -9.187

Bonds (Å) are listed after each position.
Cartesian coordinates (Å):
1 O -1.55 2.76 -0.20  C2 1.340, H8 1.046
2 C -0.72 1.73 0.03  O1 1.340, C3 1.338, H9 1.051
3 C -0.70 0.58 -0.65  C2 1.338, C4 1.474, H10 1.212
4 C 0.20 -0.57 -0.44  C3 1.474, N5 1.501, H11 1.120, H12 1.171
5 N 0.88 -0.65 0.89  C4 1.501, C6 1.215
6 C 2.03 -1.06 0.95  N5 1.215, F7 1.297, H13 1.023
7 F 2.55 -1.24 2.12  C6 1.297
8 H -2.17 2.46 -0.99  O1 1.046
9 H 0.07 1.96 0.68  C2 1.051
10 H -1.50 0.36 -1.53  C3 1.212
11 H -0.42 -1.49 -0.62  C4 1.120
12 H 1.09 -0.56 -1.20  C4 1.171
13 H 2.71 -1.14 0.19  C6 1.023
14 F 0.10 -1.42 3.10  H15 0.992
15 H 0.39 -1.03 2.23  F14 0.992

***

This record from the Open Molecules 2025 dataset describes an isolated ion of composition C4H7F2NO2P and charge +1 at a distorted geometry. The level of theory is ωB97M-V with the def2-TZVPD basis set.

Properties
Calculated total energy, hartree: -902.5773
LUMO, eV: -5.6
Charge: +1
Frontier orbital gap, eV: 10.5
E_HOMO, eV: -16.099

Bonds (Å) are listed after each position.
Cartesian coordinates (Å):
1 O -1.88 1.58 -1.36  C2 1.251
2 C -0.71 2.02 -1.25  O1 1.251, F3 1.423, N4 1.458
3 F -0.55 3.26 -0.57  C2 1.423
4 N 0.48 1.39 -1.81  C2 1.458, C5 1.493, H11 1.044
5 C 0.28 -0.06 -2.06  N4 1.493, O6 1.243, P7 1.923
6 O 0.52 -0.54 -3.18  C5 1.243
7 P -0.31 -1.10 -0.56  C5 1.923, C8 1.915, H12 1.450, H13 1.429
8 C 0.69 -0.44 0.94  P7 1.915, C9 1.615, H14 1.148, H15 1.142
9 C -0.02 -0.86 2.33  C8 1.615, F10 1.449, H16 1.148, H17 1.156
10 F 0.92 -1.60 3.15  C9 1.449
11 H 1.29 1.44 -1.14  N4 1.044
12 H -1.72 -0.82 -0.39  P7 1.450
13 H -0.17 -2.51 -0.75  P7 1.429
14 H 0.77 0.70 0.89  C8 1.148
15 H 1.71 -0.95 0.86  C8 1.142
16 H -0.41 0.08 2.85  C9 1.148
17 H -0.89 -1.58 2.06  C9 1.156

***

This record from the Open Molecules 2025 dataset describes one molecule with the formula C4H7F2NS at a distorted geometry. The level of theory is ωB97M-V with the def2-TZVPD basis set.

Properties
Calculated total energy, hartree: -809.2409
LUMO, eV: 0.5
Structure (SMILES): NC[C@@H](S)/C(F)=C/F
Energy relative to the best compared isomer or geometry (same formula, charge and spin), kcal per mole: 35.76
Frontier orbital gap, eV: 10.0
E_HOMO, eV: -9.420

Bonds (Å) are listed after each position.
Cartesian coordinates (Å):
1 N -1.68 1.78 -0.30  C2 1.464, H9 1.039, H10 1.043
2 C -1.22 1.10 0.91  N1 1.464, C3 1.522, H11 1.111, H12 1.079
3 C -0.52 -0.24 0.70  C2 1.522, S4 1.833, C5 1.479, H13 1.125
4 S -1.41 -1.47 -0.32  C3 1.833, H14 1.351
5 C 0.78 0.04 0.06  C3 1.479, F6 1.335, C7 1.344
6 F 0.73 0.53 -1.18  C5 1.335
7 C 1.98 -0.24 0.61  C5 1.344, F8 1.370, H15 1.079
8 F 3.14 -0.03 -0.08  C7 1.370
9 H -0.92 1.83 -1.01  N1 1.039
10 H -2.41 1.25 -0.83  N1 1.043
11 H -2.14 0.95 1.51  C2 1.111
12 H -0.57 1.79 1.42  C2 1.079
13 H -0.32 -0.76 1.68  C3 1.125
14 H -2.42 -1.68 0.55  S4 1.351
15 H 2.14 -0.74 1.56  C7 1.079

***

This record from the Open Molecules 2025 dataset describes one molecule with the formula C4H7F3N2 at a distorted geometry. The level of theory is ωB97M-V with the def2-TZVPD basis set.

Properties
Calculated total energy, hartree: -565.7096
LUMO, eV: 1.0
Structure (SMILES): [H]/N=C(/[C@@H](C)N)C(F)(F)F
Energy relative to the best compared isomer or geometry (same formula, charge and spin), kcal per mole: 0.00
Frontier orbital gap, eV: 10.2
E_HOMO, eV: -9.219

Bonds (Å) are listed after each position.
Cartesian coordinates (Å):
1 H 1.48 -2.38 -0.45  N2 1.021
2 N 0.61 -1.90 -0.23  H1 1.021, C3 1.243
3 C 0.67 -0.69 0.08  N2 1.243, C4 1.819, C7 1.510
4 C -0.92 0.10 0.45  C3 1.819, C5 1.512, N6 1.398, H11 1.090
5 C -0.98 1.39 -0.33  C4 1.512, H12 1.089, H13 1.090, H14 1.086
6 N -1.97 -0.78 0.15  C4 1.398, H15 1.010, H16 1.012
7 C 1.92 0.16 0.13  C3 1.510, F8 1.346, F9 1.342, F10 1.349
8 F 2.06 0.88 -1.00  C7 1.346
9 F 1.92 1.03 1.15  C7 1.342
10 F 3.03 -0.58 0.25  C7 1.349
11 H -0.84 0.26 1.53  C4 1.090
12 H -0.86 1.21 -1.39  C5 1.089
13 H -1.96 1.85 -0.16  C5 1.090
14 H -0.21 2.09 0.00  C5 1.086
15 H -1.91 -1.65 0.65  N6 1.010
16 H -2.04 -0.97 -0.84  N6 1.012

***

This record from the Open Molecules 2025 dataset describes one molecule with the formula C4H7FN2 at a distorted geometry. The level of theory is ωB97M-V with the def2-TZVPD basis set.

Properties
Calculated total energy, hartree: -365.8326
LUMO, eV: 1.0
Structure (SMILES): C=C/N=C/N(C)F
Energy relative to the best compared isomer or geometry (same formula, charge and spin), kcal per mole: 91.57
Frontier orbital gap, eV: 9.3
E_HOMO, eV: -8.283

Bonds (Å) are listed after each position.
Cartesian coordinates (Å):
1 C 2.18 -1.05 -1.06  C2 1.341, H8 1.114, H9 0.963
2 C 0.88 -1.33 -0.86  C1 1.341, N3 1.368, H10 1.125
3 N 0.11 -0.35 -0.32  C2 1.368, C4 1.218
4 C -1.04 -0.56 0.03  N3 1.218, N5 1.406, H11 1.046
5 N -1.93 0.44 0.44  C4 1.406, C6 1.454, F7 1.399
6 C -1.67 1.81 0.83  N5 1.454, H12 1.023, H13 1.104, H14 1.017
7 F -3.19 0.00 0.88  N5 1.399
8 H 2.79 -1.92 -1.38  C1 1.114
9 H 2.76 -0.31 -0.83  C1 0.963
10 H 0.39 -2.29 -1.19  C2 1.125
11 H -1.45 -1.51 0.18  C4 1.046
12 H -2.32 2.27 0.20  C6 1.023
13 H -1.86 2.02 1.90  C6 1.104
14 H -0.71 2.08 0.61  C6 1.017

***

This record from the Open Molecules 2025 dataset describes one molecule with the formula C4H7FN2 at a distorted geometry. The level of theory is ωB97M-V with the def2-TZVPD basis set.

Properties
Calculated total energy, hartree: -365.8799
LUMO, eV: 0.7
Structure (SMILES): [H]/N=C/C(C)=N/CF
Energy relative to the best compared isomer or geometry (same formula, charge and spin), kcal per mole: 61.89
Frontier orbital gap, eV: 9.9
E_HOMO, eV: -9.136

Bonds (Å) are listed after each position.
Cartesian coordinates (Å):
1 H 3.46 -0.53 0.84  N2 0.956
2 N 2.56 -0.22 0.82  H1 0.956, C3 1.258
3 C 1.94 -0.13 -0.28  N2 1.258, C4 1.535, H9 1.168
4 C 0.43 0.05 -0.14  C3 1.535, C5 1.596, N6 1.262
5 C -0.37 -0.67 1.04  C4 1.596, H10 1.108, H11 1.120, H12 1.122
6 N -0.18 0.82 -0.94  C4 1.262, C7 1.777
7 C -1.95 0.92 -0.84  N6 1.777, F8 1.362, H13 1.103, H14 1.083
8 F -2.50 0.87 -2.09  C7 1.362
9 H 2.35 -0.53 -1.30  C3 1.168
10 H -1.09 0.11 1.36  C5 1.108
11 H 0.30 -1.02 1.86  C5 1.120
12 H -0.70 -1.57 0.46  C5 1.122
13 H -2.20 -0.02 -0.33  C7 1.103
14 H -2.07 1.93 -0.45  C7 1.083

***

This record from the Open Molecules 2025 dataset describes one molecule with the formula C4H7FN2 at a distorted geometry. The level of theory is ωB97M-V with the def2-TZVPD basis set.

Properties
Calculated total energy, hartree: -365.8795
LUMO, eV: 0.8
Structure (SMILES): C=C/C(CF)=N/N
Energy relative to the best compared isomer or geometry (same formula, charge and spin), kcal per mole: 62.14
Frontier orbital gap, eV: 8.9
E_HOMO, eV: -8.103

Bonds (Å) are listed after each position.
Cartesian coordinates (Å):
1 C -1.74 1.67 -0.07  C2 1.372, H8 1.043, H9 1.180
2 C -0.52 1.30 -0.58  C1 1.372, C3 1.521, H10 1.147
3 C 0.24 0.03 -0.20  C2 1.521, C4 1.474, N6 1.337
4 C 0.15 -0.47 1.18  C3 1.474, F5 1.353, H11 1.107, H12 1.091
5 F -0.22 -1.77 1.32  C4 1.353
6 N 1.00 -0.40 -1.21  C3 1.337, N7 1.366
7 N 1.61 -1.56 -0.82  N6 1.366, H13 1.021, H14 1.097
8 H -2.16 2.50 -0.55  C1 1.043
9 H -2.33 1.20 0.84  C1 1.180
10 H -0.06 1.67 -1.56  C2 1.147
11 H 1.07 -0.18 1.72  C4 1.107
12 H -0.63 0.22 1.48  C4 1.091
13 H 1.33 -2.13 -0.02  N7 1.021
14 H 2.25 -2.08 -1.54  N7 1.097